Formula: C4H4N3
Source: the OMol25 dataset
Level of theory: ωB97M-V with the def2-TZVPD basis set

XYZ file:
```
11
Properties=species:S:1:pos:R:3:nbo_charge:R:1
N 3.4607 -0.0499 -0.0213 -0.18
C 2.3325 -0.0447 -0.0085 0.41
N 0.7109 0.0196 0.0303 -0.30
C -0.0626 1.1355 -0.0043 -0.03
C -1.3507 0.6904 -0.0195 -0.03
N -1.3096 -0.6772 0.0040 -0.44
C -0.0430 -1.0719 0.0310 0.27
H 0.3371 2.1313 -0.0082 0.28
H -2.2692 1.2407 -0.0479 0.27
H -2.1175 -1.2878 -0.0038 0.47
H 0.3112 -2.0861 0.0482 0.27
```

Its SMILES is N#C[n+]1cc[nH]c1. The lowest unoccupied orbital energy comes out at -4.28 eV. Its energy above the lowest of the compared OMol25 structures with the same formula, charge and spin is 1.3 kJ/mol. For the electronic energy, the calculation gives -318.764006 hartree. As for the net charge: +1. The calculation puts the HOMO energy at -15.56 eV. The strongest force on any atom is 8.174 eV/A. The calculation puts the HOMO-LUMO gap at 11.3 eV.

Formula: C40H37GeNO2S4SbTi
Source: the OMol25 dataset
Level of theory: ωB97M-V with the def2-TZVPD basis set

XYZ file:
```
87
Properties=species:S:1:pos:R:3:mulliken_spin:R:1
Ti 1.2968 -0.4255 0.7247 1.12
C 0.6537 -4.5711 2.5033 -0.01
C 1.7095 -3.7180 1.8585 0.02
C 2.7261 -3.1351 2.6093 -0.02
C 3.6591 -2.2956 2.0188 0.00
C 3.5743 -1.9896 0.6669 -0.01
C 2.5700 -2.5782 -0.1061 -0.01
C 1.6678 -3.4616 0.4881 0.04
H -0.2877 -4.0205 2.4982 0.00
H 0.9168 -4.8126 3.5336 0.00
H 0.5049 -5.5011 1.9487 0.00
H 2.7753 -3.3330 3.6735 0.01
H 4.4438 -1.8454 2.6127 0.01
H 4.3292 -1.3643 0.2046 0.01
H 2.5567 -2.3941 -1.1715 0.00
H 0.9265 -3.9797 -0.1138 0.00
S 3.5677 3.8317 0.0554 0.28
Sb 3.5321 1.6111 0.6598 0.21
S 2.2286 0.5312 -1.1412 0.15
S 1.6933 0.0451 2.9747 0.43
S 5.6883 0.7844 0.4259 0.22
C 3.0569 -2.5500 -5.4925 0.00
C 1.8769 -1.7632 -4.9848 0.00
C 1.6387 -0.4814 -5.4657 0.01
C 0.5650 0.2597 -5.0020 -0.01
C -0.2771 -0.2603 -4.0390 0.01
C -0.0428 -1.5360 -3.5379 0.00
N -0.8426 -2.0816 -2.5184 0.00
C -2.0850 -1.5935 -2.1107 -0.01
C -3.0809 -1.3278 -3.0496 0.00
C -4.3804 -1.0736 -2.6489 0.01
C -4.7215 -1.1299 -1.3041 0.00
C -3.7427 -1.3814 -0.3630 0.01
C -2.4124 -1.5609 -0.7343 0.00
C -1.4020 -1.7016 0.3546 0.06
O -1.7004 -2.2791 1.3948 0.04
O -0.2162 -1.2088 0.1502 0.16
C 1.0210 -2.3109 -4.0277 0.00
C 1.2044 -3.7196 -3.5221 0.00
H 3.6723 -1.9364 -6.1489 0.00
H 2.7348 -3.4329 -6.0523 0.00
H 3.6790 -2.8943 -4.6641 0.00
H 2.3178 -0.0473 -6.1904 0.00
H 0.4042 1.2686 -5.3616 0.00
H -1.0843 0.3291 -3.6286 0.00
H -0.3018 -2.4312 -1.7440 0.00
H -2.8282 -1.3453 -4.1024 0.00
H -5.1370 -0.8492 -3.3913 0.00
H -5.7497 -0.9759 -0.9996 0.00
H -3.9789 -1.4170 0.6933 0.00
H 0.2384 -4.1473 -3.2526 0.00
H 1.8468 -3.7616 -2.6380 0.00
H 1.6613 -4.3470 -4.2870 0.00
C 1.8186 5.8368 3.3041 0.00
C 2.2619 4.6779 3.9245 0.00
C 1.8065 3.4417 3.4911 0.06
C 0.8982 3.3447 2.4407 -0.02
C 0.4672 4.5154 1.8238 -0.01
C 0.9246 5.7541 2.2481 0.00
Ge 0.1575 1.5782 1.8975 0.04
C -0.9998 2.1077 0.2868 0.15
C -0.4327 2.7058 -0.8371 0.02
C -1.2345 3.1474 -1.8808 -0.01
C -2.6115 2.9703 -1.8319 0.01
C -3.1824 2.3496 -0.7318 -0.01
C -2.3790 1.9215 0.3186 0.05
C -1.2766 1.3573 3.2742 -0.01
C -1.5989 2.4024 4.1389 0.01
C -2.6318 2.2792 5.0597 0.00
C -3.3771 1.1108 5.1220 0.00
C -3.0563 0.0524 4.2831 0.01
C -2.0042 0.1735 3.3848 0.01
H 2.1878 6.8011 3.6358 0.00
H 2.9766 4.7367 4.7377 0.00
H 2.1645 2.5328 3.9618 0.01
H -0.2224 4.4484 0.9921 0.00
H 0.5963 6.6534 1.7391 0.00
H 0.6385 2.8614 -0.8908 0.00
H -0.7796 3.6446 -2.7313 0.00
H -3.2339 3.3175 -2.6503 0.00
H -4.2555 2.2094 -0.6793 0.00
H -2.8356 1.4665 1.1901 0.01
H -1.0300 3.3238 4.0857 0.00
H -2.8610 3.1029 5.7278 0.00
H -4.1992 1.0280 5.8251 0.00
H -3.6230 -0.8721 4.3185 0.00
H -1.7399 -0.6717 2.7660 0.00
```

Its multiplicity is 4. The lowest unoccupied orbital energy (alpha / beta) comes out at 4.09 / 3.91 eV. Its energy above the lowest of the compared OMol25 structures with the same formula, charge and spin is 125.2 kJ/mol. For the electronic energy, the calculation gives -6511.269313 hartree. As for the net charge: -2. Its expectation value of S² is 3.778. The calculation puts the HOMO energy (alpha / beta) at -1.12 / -1.73 eV. The strongest force on any atom is 4.056 eV/A. The calculation puts the HOMO-LUMO gap (alpha / beta) at 5.2 / 5.6 eV.

Formula: C6H13NOS
Source: the OMol25 dataset
Level of theory: ωB97M-V with the def2-TZVPD basis set

XYZ file:
```
22
Properties=species:S:1:pos:R:3:nbo_charge:R:1
C -2.2951 1.6942 -0.9406 -0.21
C -2.4232 2.9087 0.0223 -0.45
C -3.0835 1.5088 0.2425 -0.47
C 2.0831 -1.4684 -1.4845 -0.62
C 1.7184 0.6948 -0.2055 -0.34
C 1.8452 -0.7919 -0.1129 -0.14
N 0.7161 -1.5146 0.4171 -0.87
O -1.1127 -0.6366 -1.2350 -0.98
S -0.7488 0.7820 -1.1957 1.17
H -1.6413 3.2732 0.6183 0.21
H -3.0590 3.6624 -0.2854 0.22
H -4.1865 1.5071 0.2309 0.24
H -2.7063 0.8880 1.0235 0.22
H 0.9982 -1.5802 -1.9946 0.22
H 2.3731 -2.5269 -1.4120 0.22
H 2.9062 -0.9281 -2.0878 0.20
H 2.1972 1.0525 -1.0972 0.19
H 1.2536 1.1945 0.5386 0.18
H 2.8848 -0.9524 0.3458 0.20
H -0.1347 -1.4728 -0.1531 0.41
H 0.4764 -1.2276 1.3486 0.34
H -0.5462 1.1572 -2.5531 0.07
```

The lowest unoccupied orbital energy (alpha / beta) comes out at -0.89 / 0.28 eV. Its energy above the lowest of the compared OMol25 structures with the same formula, charge and spin is 784.8 kJ/mol. For the electronic energy, the calculation gives -764.318373 hartree. As for the net charge: 0. The calculation puts the HOMO energy (alpha / beta) at -7.56 / -8.54 eV. The strongest force on any atom is 3.981 eV/A. The calculation puts the HOMO-LUMO gap (alpha / beta) at 6.7 / 8.8 eV.

Which value of net charge does entry 1 give?
+1